Computed, not measured: a 8-piece molecular cluster, C47H49ClF7O2P2S overall, with ωB97M-V/def2-TZVPD.

DFT total energy (Ha): -4211.0191
M (g/mol): 908.36
Net charge: -1
HOMO (eV): -4.59
Kohn-Sham gap (eV): 6.42

Each line ends with the Mulliken charge.
Positions of all 109 atoms, in Å:
C -3.92 2.64 1.74  -0.24
C -3.94 2.35 0.27  0.24
Cl -2.16 2.32 -0.31  -0.34
C -4.56 1.04 -0.10  -0.99
P -6.46 0.75 0.14  -0.28
P -7.11 2.87 0.81  0.22
S -7.66 3.27 2.68  -0.51
O -6.18 0.24 1.76  -0.06
C -6.17 -1.14 1.95  -0.34
C -6.18 -1.82 0.57  -0.48
O -6.28 -0.85 -0.44  -0.54
H -3.66 3.68 1.93  0.36
H -4.89 2.42 2.18  -0.23
H -3.19 2.01 2.22  -0.21
H -4.33 3.17 -0.32  0.34
H -4.05 0.27 0.46  0.18
H -4.37 0.84 -1.15  0.46
H -7.88 0.55 0.35  0.10
H -6.70 1.22 -1.21  0.13
H -8.24 3.03 0.00  0.11
H -6.29 3.90 0.31  0.00
H -5.26 -1.44 2.47  0.09
H -7.00 -1.47 2.57  0.32
H -5.22 -2.34 0.44  0.29
H -6.99 -2.54 0.48  0.28
F 1.44 1.19 6.21  -0.32
C 0.97 1.57 5.00  0.43
C 1.22 2.86 4.57  -0.40
C 0.69 3.26 3.35  -0.65
C -0.07 2.39 2.59  -0.47
C -0.28 1.09 3.04  -0.28
C 0.23 0.67 4.26  -0.30
H 1.80 3.53 5.19  0.42
H 0.86 4.27 3.01  0.38
H -0.54 2.71 1.66  0.26
H -0.89 0.41 2.45  0.39
H 0.05 -0.32 4.64  0.51
F 0.70 -0.97 -4.97  -0.28
C 1.15 -0.32 -3.86  0.65
C 0.26 0.41 -3.11  -0.59
C 0.74 1.08 -2.00  0.17
C 2.08 1.00 -1.66  -1.03
C 2.96 0.25 -2.43  -0.23
C 2.49 -0.42 -3.55  -0.39
H -0.79 0.46 -3.39  0.50
H 0.05 1.65 -1.39  0.11
H 2.45 1.53 -0.78  0.44
H 4.00 0.19 -2.17  0.38
H 3.15 -1.01 -4.17  0.34
F 5.42 1.79 -3.36  -0.26
C 6.73 1.62 -3.61  0.41
C 7.10 0.75 -4.61  -0.42
C 8.45 0.58 -4.87  -0.32
C 9.40 1.27 -4.13  -0.57
C 8.99 2.14 -3.13  -0.27
C 7.65 2.32 -2.86  -0.55
H 6.34 0.22 -5.17  0.47
H 8.76 -0.09 -5.65  0.36
H 10.45 1.14 -4.33  0.37
H 9.73 2.68 -2.54  0.35
H 7.30 3.00 -2.08  0.43
F 1.05 -2.05 -12.15  -0.33
C 0.88 -1.72 -10.84  0.40
C 1.66 -2.33 -9.89  -0.66
C 1.47 -1.97 -8.57  -0.03
C 0.51 -1.04 -8.21  -0.50
C -0.26 -0.44 -9.19  -0.31
C -0.08 -0.78 -10.53  -0.58
H 2.40 -3.06 -10.19  0.44
H 2.09 -2.44 -7.80  0.24
H 0.39 -0.79 -7.17  0.51
H -1.01 0.29 -8.92  0.39
H -0.67 -0.32 -11.31  0.42
F 1.36 -1.00 12.89  -0.33
C 1.15 -0.38 11.71  0.43
C -0.12 0.05 11.40  -0.57
C -0.32 0.69 10.19  -0.21
C 0.73 0.88 9.30  -0.64
C 2.00 0.43 9.64  -0.26
C 2.22 -0.20 10.85  -0.53
H -0.93 -0.11 12.10  0.42
H -1.31 1.04 9.93  0.42
H 0.56 1.37 8.36  0.45
H 2.82 0.57 8.95  0.39
H 3.20 -0.56 11.14  0.41
F -3.06 -0.16 3.85  -0.25
C -3.70 0.10 5.01  0.50
C -3.00 -0.08 6.19  -0.60
C -3.64 0.18 7.39  -0.21
C -4.96 0.61 7.39  -0.71
C -5.63 0.80 6.19  -0.73
C -5.00 0.55 4.98  -0.19
H -1.98 -0.42 6.16  0.34
H -3.11 0.04 8.32  0.44
H -5.46 0.82 8.33  0.38
H -6.65 1.15 6.18  0.44
H -5.50 0.70 4.03  0.62
F 5.16 -2.66 -5.24  -0.17
C 4.64 -3.85 -5.61  0.43
C 3.27 -3.96 -5.73  -0.21
C 2.74 -5.19 -6.11  -0.43
C 3.58 -6.27 -6.36  -0.62
C 4.95 -6.12 -6.22  -0.32
C 5.50 -4.90 -5.84  -0.55
H 2.64 -3.11 -5.53  0.34
H 1.67 -5.29 -6.22  0.40
H 3.16 -7.22 -6.65  0.38
H 5.61 -6.96 -6.41  0.36
H 6.57 -4.76 -5.73  0.43